{
  "formula": "C19H20ClN3O6S",
  "method": "wB97M-V/def2-TZVPD",
  "smiles": "C=CCNC(=O)CN(c1cc(Cl)ccc1OC)S(=O)(=O)c1ccc(C)c([N+](=O)[O-])c1",
  "relative_energy_kcal_mol": 112.80,
  "homo_lumo_gap_ha": 0.3002,
  "symbols": ["C", "C", "C", "N", "C", "O", "C", "N", "C", "C", "C", "C", "C", "C", "O", "C", "H", "H", "H", "H", "H", "Cl", "H", "S", "O", "O", "C", "C", "C", "C", "C", "C", "H", "H", "C", "H", "H", "H", "N", "O", "O", "H", "H", "H", "H", "H", "H", "H", "H", "H"],
  "coordinates": [[3.91, -2.89, 0.51], [3.33, -4.04, 0.23], [1.85, -4.26, 0.10], [1.08, -3.04, 0.16], [0.17, -2.80, 1.11], [-0.21, -3.60, 1.94], [-0.40, -1.37, 1.09], [-0.04, -0.63, -0.10], [-0.89, -0.53, -1.21], [-2.16, 0.00, -1.11], [-2.93, 0.17, -2.25], [-2.42, -0.17, -3.49], [-1.15, -0.71, -3.60], [-0.37, -0.91, -2.46], [0.85, -1.48, -2.44], [1.53, -1.69, -3.66], [2.52, -2.06, -3.39], [1.02, -2.44, -4.28], [1.63, -0.75, -4.22], [-0.77, -0.98, -4.57], [-3.01, -0.02, -4.38], [-4.51, 0.85, -2.12], [-2.55, 0.29, -0.15], [1.12, 0.56, 0.03], [2.14, 0.09, 0.91], [1.48, 0.98, -1.29], [0.20, 1.88, 0.81], [0.22, 2.05, 2.18], [-0.57, 3.04, 2.76], [-1.40, 3.86, 1.99], [-1.40, 3.65, 0.61], [-0.61, 2.68, 0.02], [-0.59, 2.54, -1.05], [-2.03, 4.27, -0.01], [-2.28, 4.91, 2.57], [-2.97, 5.28, 1.82], [-2.84, 4.54, 3.42], [-1.68, 5.74, 2.93], [-0.48, 3.16, 4.20], [-0.81, 4.21, 4.71], [-0.08, 2.19, 4.81], [0.87, 1.44, 2.79], [0.01, -0.85, 1.96], [-1.49, -1.42, 1.21], [1.33, -2.30, -0.48], [1.50, -4.90, 0.92], [1.64, -4.78, -0.84], [3.91, -4.93, 0.08], [4.98, -2.81, 0.58], [3.36, -1.98, 0.68]],
  "mulliken_charge": [-0.771, -0.082, -0.831, 0.119, 0.449, -0.712, -0.317, 1.108, 0.100, -0.493, -0.091, -0.804, -0.649, 0.070, -0.248, -1.110, 0.281, 0.363, 0.408, 0.417, 0.447, -0.230, 0.539, 1.666, -0.700, -0.731, -0.132, -0.288, -0.094, 1.167, -0.931, -1.060, 0.564, 0.390, -1.491, 0.399, 0.387, 0.297, 0.979, -0.595, -0.589, 0.600, 0.202, 0.425, -0.059, 0.464, 0.347, 0.363, 0.288, 0.172]
}


{
  "formula": "C3H9FSi",
  "method": "wB97M-V/def2-TZVPD",
  "smiles": "C[Si](C)(C)F",
  "relative_energy_kcal_mol": 2.61,
  "homo_lumo_gap_ha": 0.4283,
  "symbols": ["F", "C", "C", "C", "Si", "H", "H", "H", "H", "H", "H", "H", "H", "H"],
  "coordinates": [[-0.90, -1.84, 0.62], [0.29, 0.46, 1.70], [1.30, -0.73, -1.03], [-1.40, 0.59, -0.79], [-0.19, -0.48, 0.13], [1.25, 0.14, 2.11], [0.31, 1.46, 1.42], [-0.46, 0.32, 2.50], [0.99, -1.10, -2.01], [2.06, -1.40, -0.67], [1.75, 0.25, -1.19], [-1.02, 1.56, -0.97], [-2.24, 0.65, -0.10], [-1.76, 0.14, -1.72]],
  "mulliken_charge": [-0.309, -0.990, -0.992, -0.979, 0.566, 0.313, 0.328, 0.261, 0.295, 0.297, 0.305, 0.362, 0.249, 0.292]
}


{
  "formula": "C3H3N3",
  "method": "wB97M-V/def2-TZVPD",
  "smiles": "N#C[C@@H]1N=C1N",
  "relative_energy_kcal_mol": 38.21,
  "homo_lumo_gap_ha": 0.4004,
  "symbols": ["N", "C", "C", "N", "C", "N", "H", "H", "H"],
  "coordinates": [[-0.36, -1.64, -0.45], [0.46, 0.64, 0.66], [0.39, -0.58, -0.09], [1.49, 0.00, -0.26], [-0.21, 1.83, 0.15], [-0.76, 2.75, -0.29], [-1.30, -1.68, -0.10], [-0.23, -2.01, -1.38], [0.65, 0.64, 1.73]],
  "mulliken_charge": [-0.449, -0.091, 0.350, -0.519, 0.246, -0.387, 0.251, 0.259, 0.339]
}


Number 2 is which compound? C3H9FSi